(1)
Formula: C37H45F6N10O3SbTeTi
Source: the OMol25 dataset
Level of theory: ωB97M-V/def2-TZVPD

XYZ file:
```
104
Properties=species:S:1:pos:R:3:forces:R:3
Ti 1.165213 0.689561 -0.882749 -1.8 -1.3 -3.9
O 3.550673 2.071831 1.686256 -0.2 0.1 0.1
C 2.606436 1.910622 0.966083 0.8 0.1 0.1
O 2.649423 1.373369 -0.242650 3.0 1.6 1.5
C 1.214878 2.314841 1.315290 -1.3 0.0 -0.3
C 1.001541 3.349460 2.220326 0.3 0.1 0.2
C -0.247728 3.872781 2.369521 0.0 -0.1 -0.2
C -1.293422 3.372601 1.570537 0.2 -0.2 -0.1
C -2.579855 3.946952 1.605680 -0.3 0.0 0.0
C -3.583442 3.472409 0.807932 0.0 0.2 0.3
C -3.335452 2.387018 -0.042850 0.3 -0.3 -0.1
C -2.095007 1.797713 -0.092696 -0.3 0.1 -0.2
C -1.034660 2.285914 0.694418 0.2 -0.1 0.2
N 0.233194 1.715836 0.592953 -0.2 2.4 2.0
H 1.857750 3.719548 2.767129 0.0 0.0 0.0
H -0.441742 4.680207 3.063832 0.0 0.0 0.0
H -2.757851 4.775844 2.279290 0.0 0.0 0.0
H -4.563259 3.929288 0.836727 0.0 0.0 0.0
H -4.126042 2.002422 -0.673494 0.0 0.0 0.0
H -1.920489 0.987153 -0.779977 0.0 0.0 0.0
N 1.849139 -2.740318 -3.025507 -0.1 -0.3 -0.1
C 1.042519 -2.395811 -4.028597 0.3 -0.2 0.4
N 1.201016 -2.945587 -5.233544 0.0 0.0 0.0
N 0.023824 -1.561212 -3.872160 -0.4 0.0 -0.7
C -0.198089 -0.880810 -2.827681 -0.1 0.2 0.2
N -0.464157 -0.188413 -1.919854 -0.7 -0.7 -0.7
H 2.697483 -3.246310 -3.214418 0.1 0.1 0.0
H 1.800016 -2.234485 -2.148204 0.0 0.1 0.1
H 2.003918 -3.505478 -5.456001 0.0 0.0 0.0
H 0.606444 -2.631365 -5.979540 0.0 0.0 0.0
C 3.531055 -1.111532 1.119740 0.0 0.2 0.1
C 2.067721 -0.897547 0.907844 0.4 -1.0 -0.1
O 1.357417 -0.589129 1.997351 -0.3 0.1 0.2
N 1.411921 -1.106182 -0.175764 0.4 -1.6 1.0
Te -0.483554 -0.930613 1.172811 -0.7 -2.1 1.6
C -1.487305 -0.904735 3.113142 -0.3 0.1 0.2
C -1.142607 -0.196260 4.269572 0.2 0.0 -0.3
C -0.000695 0.778209 4.317763 -0.1 0.0 0.1
C -1.861047 -0.404227 5.441527 0.0 -0.1 0.0
C -2.922325 -1.290414 5.506553 0.0 0.0 0.0
C -3.634168 -1.565100 6.800023 0.0 0.0 -0.1
C -3.319736 -1.909343 4.327880 0.0 0.0 0.0
C -2.642828 -1.718605 3.134151 0.2 0.1 -0.2
C -3.203801 -2.397447 1.901893 0.2 0.0 0.3
C -0.093272 -3.040692 1.354938 0.0 -0.2 -0.4
C -0.323524 -3.814142 0.205344 -0.2 0.2 0.1
C -1.208230 -3.354861 -0.922752 0.1 -0.1 0.2
C 0.207012 -5.094618 0.127093 0.0 0.0 0.0
C 0.948975 -5.640887 1.161591 0.0 0.0 0.0
C 1.561535 -7.006991 1.045377 0.0 0.0 0.0
C 1.098395 -4.890098 2.318836 0.0 0.0 -0.1
C 0.592500 -3.601473 2.450353 -0.1 0.3 0.1
C 0.760493 -2.948311 3.799749 0.0 -0.1 -0.1
H 3.659459 -2.129772 1.494067 0.0 0.0 0.0
H 3.914543 -0.416346 1.863197 0.0 0.0 0.0
H 4.073782 -0.989860 0.186640 0.0 0.0 0.0
H 0.466606 0.880574 3.349907 0.1 0.1 0.0
H 0.763344 0.457844 5.028826 0.0 0.0 0.0
H -0.361937 1.756644 4.637409 0.0 0.0 0.0
H -1.564530 0.140389 6.331713 0.0 0.0 0.0
H -3.139447 -1.068594 7.632605 0.0 0.0 0.0
H -3.655641 -2.636336 7.002491 0.0 0.0 0.0
H -4.667251 -1.216540 6.754996 0.0 0.0 0.0
H -4.190548 -2.557133 4.338285 0.0 0.0 0.0
H -4.291516 -2.416759 1.956126 0.0 0.0 0.0
H -2.855449 -3.428211 1.821825 0.1 0.0 -0.1
H -2.931405 -1.866542 0.989102 -0.1 -0.1 -0.2
H -1.286659 -2.272053 -0.961876 -0.1 0.1 -0.2
H -2.214219 -3.759138 -0.786740 0.0 0.0 0.0
H -0.840217 -3.718380 -1.881999 0.0 0.1 0.0
H 0.026376 -5.678976 -0.768759 0.0 0.0 0.0
H 1.256166 -7.499066 0.123685 0.0 0.0 0.0
H 1.266109 -7.636906 1.885040 0.0 0.0 0.0
H 2.650438 -6.937208 1.054293 0.0 0.0 0.0
H 1.636029 -5.316284 3.158779 0.0 0.0 0.0
H 1.646889 -3.341711 4.295808 0.0 0.0 0.0
H -0.105308 -3.180792 4.425003 0.0 0.0 0.0
H 0.847096 -1.874555 3.736598 0.1 0.1 0.1
C -1.198254 6.022673 -4.107022 0.0 0.0 -0.1
C -0.506603 5.149587 -5.150561 0.0 -0.2 0.2
C -1.381346 3.962754 -5.551956 0.1 0.1 -0.1
C 0.886689 4.704166 -4.670754 -0.3 0.3 -0.4
N 0.831187 3.878973 -3.475946 -0.2 -0.4 0.0
C 0.544541 2.584565 -3.351473 0.0 0.1 0.1
N 0.573277 2.290360 -2.069691 0.0 1.3 -0.6
N 0.886703 3.437820 -1.423958 0.0 0.5 -0.1
N 1.041763 4.387160 -2.254119 0.0 0.0 0.0
H -2.145786 6.392938 -4.498505 0.0 0.0 0.0
H -0.581978 6.883012 -3.843132 0.0 0.0 0.0
H -1.408779 5.464189 -3.192316 0.0 0.0 0.0
H -0.328296 5.755489 -6.042438 0.1 0.0 0.0
H -1.688810 3.377910 -4.682616 0.0 0.0 0.0
H -0.859891 3.308450 -6.254278 0.0 0.0 0.0
H -2.289090 4.318352 -6.038696 0.0 0.0 0.0
H 1.485461 5.573330 -4.406931 0.1 -0.1 0.0
H 1.399687 4.136702 -5.446430 0.1 0.0 0.1
H 0.338329 1.906261 -4.159164 0.1 0.0 -0.1
F 2.256313 -0.034950 -2.553545 0.8 0.6 -0.2
Sb 3.876721 0.672848 -3.569388 -1.3 -0.1 -0.3
F 4.892265 0.095168 -2.107523 0.0 0.1 -0.1
F 3.489002 2.363970 -2.811411 0.0 -0.4 0.0
F 3.902351 -1.099944 -4.259576 0.3 0.4 0.0
F 2.549891 1.060866 -4.905469 0.4 0.0 0.4
F 5.255728 1.422493 -4.571239 0.0 -0.4 0.0
```
Positions in Å, forces in eV/Å.

As for the multiplicity: 2. The calculation puts the calculated total energy at -113394.785 eV. For the HOMO-LUMO gap (spin up / spin down), the calculation gives 6.1 / 7.3 eV. The energy above the lowest of the compared OMol25 structures with the same formula, charge and spin comes out at 83.08 kcal per mole. As for the charge: +1. The expectation value of S² is 0.76. The HOMO energy (spin up / spin down) comes out at -0.3608 / -0.4049 hartree.

(2)
Formula: C37H45F6N10O3SbTeTi
Source: the OMol25 dataset
Level of theory: ωB97M-V/def2-TZVPD

XYZ file:
```
104
Properties=species:S:1:pos:R:3:forces:R:3
Ti 1.828949 -0.029909 -0.357359 0.0 -0.1 0.2
O 2.490158 2.875483 2.246967 0.0 0.0 0.0
C 2.572884 2.094836 1.336134 0.0 0.0 0.0
O 1.562793 1.493960 0.742424 0.0 0.0 0.0
C 3.883069 1.725313 0.688855 0.0 0.0 -0.1
C 5.092435 2.222826 1.169172 0.0 0.0 0.0
C 6.231686 1.891322 0.489276 0.0 0.0 0.0
C 6.151167 1.127597 -0.690292 0.0 0.0 0.0
C 7.300844 0.815010 -1.454497 0.0 0.0 0.0
C 7.183868 0.109155 -2.613177 0.0 0.0 0.0
C 5.910063 -0.298996 -3.064618 0.0 0.0 0.0
C 4.781979 -0.025022 -2.347831 0.0 0.0 0.0
C 4.881728 0.674743 -1.127455 0.0 0.0 0.0
N 3.768508 0.944161 -0.373461 0.0 0.1 0.0
H 5.086422 2.835099 2.058893 0.0 0.0 0.0
H 7.202258 2.227063 0.833504 0.0 0.0 0.0
H 8.266803 1.152173 -1.100838 0.0 0.0 0.0
H 8.061612 -0.133551 -3.196180 0.0 0.0 0.0
H 5.827132 -0.845458 -3.994264 0.0 0.0 0.0
H 3.816388 -0.344239 -2.703472 0.0 0.0 0.0
N -1.680171 -0.418042 -3.187372 0.0 0.0 0.0
C -1.255731 0.348759 -4.196836 0.0 0.0 0.0
N -2.002047 0.454264 -5.299303 0.0 0.0 0.0
N -0.115610 1.036126 -4.175991 0.0 0.1 0.0
C 0.614716 0.944989 -3.122719 0.0 0.0 0.0
N 1.284114 0.867610 -2.175730 0.1 0.0 0.0
H -2.475227 -1.032630 -3.279777 0.0 0.0 0.0
H -1.085975 -0.576027 -2.382104 0.0 0.0 0.0
H -2.893428 0.002701 -5.387975 0.0 0.0 0.0
H -1.683460 1.067710 -6.029055 0.0 0.0 0.0
C -1.624886 1.488689 0.081662 0.0 0.0 0.0
C -1.231276 0.057427 0.298974 0.1 0.0 0.0
O -1.890273 -0.670535 1.101325 -0.1 0.0 0.1
N -0.211051 -0.400630 -0.374352 0.0 0.0 -0.1
Te -1.155214 -2.822863 1.291206 -0.1 0.0 0.0
C -2.620585 -3.005700 2.772219 0.0 0.0 0.0
C -3.570644 -4.037970 2.757372 0.0 0.0 0.0
C -3.624970 -5.145520 1.739092 0.0 0.0 0.0
C -4.500271 -4.065980 3.789808 0.0 0.0 0.0
C -4.487254 -3.146161 4.829810 0.0 0.0 0.0
C -5.502043 -3.207984 5.935047 0.0 0.0 0.0
C -3.489545 -2.181723 4.842029 0.0 0.0 0.0
C -2.539903 -2.090572 3.833037 0.0 0.0 0.0
C -1.482959 -1.022197 3.965162 0.0 0.0 0.0
C -2.099813 -3.044654 -0.595395 0.1 0.0 0.0
C -1.253096 -3.558017 -1.590005 0.0 0.0 0.0
C 0.197320 -3.896137 -1.355691 0.0 0.0 0.0
C -1.774856 -3.767532 -2.863574 0.0 0.0 0.0
C -3.094783 -3.472635 -3.170556 0.0 0.0 0.0
C -3.658642 -3.747034 -4.537465 0.0 0.0 0.0
C -3.892212 -2.918626 -2.173418 0.0 0.0 0.0
C -3.429368 -2.696830 -0.878103 0.0 0.0 0.0
C -4.412400 -2.151862 0.124240 0.0 0.0 0.0
H -2.697363 1.534631 -0.104629 0.0 0.0 0.0
H -1.063339 1.953249 -0.727103 0.0 0.0 0.0
H -1.399280 2.029720 1.002407 0.0 0.0 0.0
H -2.901306 -5.920415 1.988627 0.0 0.0 0.0
H -3.392193 -4.817428 0.728196 0.0 0.0 0.0
H -4.618437 -5.591263 1.732696 0.0 0.0 0.0
H -5.251007 -4.847763 3.785712 0.0 0.0 0.0
H -6.231795 -3.996409 5.761138 0.0 0.0 0.0
H -6.034964 -2.260706 6.024708 0.0 0.0 0.0
H -5.015431 -3.400205 6.892315 0.0 0.0 0.0
H -3.436907 -1.480730 5.667659 0.0 0.0 0.0
H -1.298329 -0.824062 5.019422 0.0 0.0 0.0
H -1.802301 -0.093374 3.494847 0.0 0.0 0.0
H -0.525323 -1.302892 3.521989 0.0 0.0 0.0
H 0.708175 -3.130247 -0.766388 0.0 0.0 0.0
H 0.726045 -3.961457 -2.305081 0.0 0.0 0.0
H 0.296210 -4.848328 -0.835317 0.0 0.0 0.0
H -1.124632 -4.171542 -3.630948 0.0 0.0 0.0
H -2.885999 -4.082442 -5.226813 0.0 0.0 0.0
H -4.138428 -2.862102 -4.960410 0.0 0.0 0.0
H -4.424179 -4.522454 -4.484985 0.0 0.0 0.0
H -4.925325 -2.673422 -2.397402 0.0 0.0 0.0
H -5.195644 -1.600382 -0.394276 0.0 0.0 0.0
H -3.951654 -1.495011 0.855535 0.0 0.0 0.0
H -4.895637 -2.965731 0.667264 0.0 0.0 0.0
C -0.239351 7.618163 0.578789 0.0 0.0 0.0
C 1.000979 7.273229 1.395806 0.0 0.0 0.0
C 2.259041 7.872036 0.774953 0.0 0.0 0.0
C 1.132480 5.766307 1.612235 0.0 0.0 0.0
N 1.261975 5.014337 0.368770 0.0 0.0 0.0
C 2.344739 4.724460 -0.359069 0.0 0.0 0.0
N 1.992778 3.968406 -1.371462 -0.1 0.0 0.0
N 0.657270 3.805575 -1.244628 0.0 0.0 0.0
N 0.214652 4.420061 -0.208962 0.0 0.0 0.0
H -0.358094 8.699200 0.505083 0.0 0.0 0.0
H -1.143389 7.206126 1.029485 0.0 0.0 0.0
H -0.162512 7.222331 -0.436057 0.0 0.0 0.0
H 0.883855 7.690597 2.400820 0.0 0.0 0.0
H 2.400340 7.518249 -0.249211 0.0 0.0 0.0
H 3.151791 7.623766 1.353161 0.0 0.0 0.0
H 2.182441 8.958284 0.730659 0.0 0.0 0.0
H 0.252107 5.363732 2.109739 0.0 0.0 0.0
H 2.001844 5.522022 2.222093 0.0 0.0 0.0
H 3.340151 5.060471 -0.124468 0.0 0.0 0.0
F 2.501427 -1.434609 -1.309495 0.0 0.0 0.0
Sb 4.116471 -3.289651 0.020841 0.0 0.0 0.0
F 1.989367 -1.055965 1.107800 -0.1 -0.1 0.0
F -0.840505 -4.738644 1.324047 0.0 0.0 0.0
F 5.612806 -4.300008 0.600751 0.0 0.0 0.0
F 4.730204 -3.234211 -1.771788 0.0 0.0 0.0
F 4.936980 -1.645452 0.503569 0.0 0.0 0.0
```
Positions in Å, forces in eV/Å.

As for the multiplicity: 2. The calculation puts the calculated total energy at -113396.927 eV. For the HOMO-LUMO gap (spin up / spin down), the calculation gives 7.9 / 6.6 eV. The energy above the lowest of the compared OMol25 structures with the same formula, charge and spin comes out at 33.67 kcal per mole. As for the charge: +1. The expectation value of S² is 0.76. The HOMO energy (spin up / spin down) comes out at -0.4118 / -0.4118 hartree.

(3)
Formula: C37H45GaN7O2
Source: the OMol25 dataset
Level of theory: ωB97M-V/def2-TZVPD

XYZ file:
```
92
Properties=species:S:1:pos:R:3:forces:R:3
Ga 0.076818 2.330114 -0.997621 0.2 0.0 -0.1
C 2.617809 -1.044798 -3.472279 0.0 0.0 0.0
C 2.291951 0.252170 -2.725150 0.0 0.1 0.0
C 2.470445 1.451711 -3.657981 0.0 0.0 0.0
C 3.137500 0.395150 -1.468849 0.1 0.0 0.0
C 4.522585 0.428677 -1.607615 0.0 0.0 0.0
C 5.355056 0.478617 -0.507702 0.0 0.0 0.0
C 4.807477 0.470286 0.764555 0.0 0.0 0.0
C 3.431792 0.436248 0.966386 0.0 0.0 0.0
C 2.947253 0.380697 2.410820 0.0 0.1 0.0
C 2.259090 1.683958 2.806802 0.0 0.0 0.0
C 2.078437 -0.820339 2.795960 0.0 -0.1 -0.1
C 2.609307 0.434292 -0.172293 0.0 0.0 0.1
N 1.173885 0.428560 -0.015997 0.1 -0.2 0.0
C 0.610983 -0.715430 -0.086578 0.0 0.1 0.0
C -0.898076 -0.869652 -0.030407 0.0 0.1 -0.1
N -1.635201 0.077877 0.377640 0.0 0.0 0.0
C -3.052281 -0.132761 0.388800 0.0 0.1 0.0
C -3.778863 0.155373 -0.774191 0.0 0.0 0.0
C -5.159514 -0.021917 -0.753090 0.0 0.0 0.0
C -5.805431 -0.478686 0.379436 0.0 0.0 0.0
C -5.064911 -0.754061 1.517088 0.0 0.0 0.0
C -3.683836 -0.584140 1.557446 -0.1 0.0 0.1
C -2.986832 -0.943684 2.862733 0.0 0.0 0.0
C -2.082229 0.151214 3.422400 0.1 0.0 -0.1
C -2.229248 -2.273467 2.810231 0.0 0.0 0.0
C -3.122217 0.644986 -2.053364 0.0 0.0 0.0
C -3.438947 -0.265754 -3.242143 0.0 0.0 0.0
C -3.526759 2.089863 -2.349162 0.0 0.0 0.0
C -1.194233 -2.253288 -0.456275 -0.1 0.0 0.0
C -2.344514 -2.967382 -0.674849 0.0 0.0 0.0
C -2.235306 -4.337833 -1.011316 0.0 0.0 0.0
C -1.023914 -4.974472 -1.102216 0.0 0.0 0.0
C 0.179112 -4.261611 -0.873022 0.0 0.0 0.0
C 1.494533 -4.784104 -0.908657 0.0 0.0 0.0
C 2.571581 -3.973024 -0.651017 0.0 0.0 0.0
C 2.428215 -2.597013 -0.361650 0.0 0.0 0.1
C 1.163906 -2.060398 -0.326385 0.0 -0.1 0.0
C 0.054293 -2.904932 -0.569849 0.0 0.0 0.0
H 1.959162 -1.149615 -4.335514 0.0 0.0 0.0
H 2.491964 -1.923249 -2.837814 0.0 0.0 -0.1
H 3.643862 -1.038496 -3.842531 0.0 0.0 0.0
H 1.237465 0.198615 -2.439375 0.0 0.0 0.0
H 3.502932 1.517229 -4.005842 0.0 0.0 0.0
H 2.229467 2.390496 -3.163698 0.0 0.0 0.0
H 1.829740 1.345370 -4.534757 0.0 0.0 0.0
H 4.953322 0.407417 -2.600257 0.0 0.0 0.0
H 6.428800 0.502796 -0.637211 0.0 0.0 0.0
H 5.460948 0.472330 1.628498 0.0 0.0 0.0
H 3.859401 0.292607 3.005089 0.0 0.0 0.0
H 1.407582 1.842050 2.147885 -0.2 0.0 0.0
H 2.932620 2.536897 2.701351 0.0 0.0 0.0
H 1.903384 1.642610 3.838883 0.0 0.0 0.0
H 1.044288 -0.705097 2.470360 0.0 0.0 0.0
H 2.063275 -0.920227 3.882101 0.0 0.0 0.0
H 2.466993 -1.751675 2.381929 0.0 0.0 0.0
H -5.733749 0.198546 -1.644151 0.0 0.0 0.0
H -6.878702 -0.613449 0.382082 0.0 0.0 0.0
H -5.569682 -1.110406 2.406729 0.0 0.0 0.0
H -3.800507 -1.077141 3.579154 0.0 0.0 0.0
H -1.179307 0.239076 2.813727 0.0 0.1 0.0
H -1.765078 -0.104962 4.433940 0.0 0.0 0.0
H -2.595203 1.114726 3.459511 0.0 0.0 0.0
H -1.314863 -2.198967 2.218392 0.0 0.0 0.0
H -2.842734 -3.068106 2.384739 0.0 0.0 0.0
H -1.940886 -2.570463 3.820009 0.0 0.0 0.0
H -2.040422 0.629440 -1.918540 0.0 0.0 0.0
H -4.505053 -0.270202 -3.473191 0.0 0.0 0.0
H -3.132072 -1.293670 -3.045733 0.0 0.0 0.0
H -2.911558 0.082098 -4.131620 0.0 0.0 0.0
H -4.599353 2.163844 -2.537658 0.0 0.0 0.0
H -3.001309 2.463684 -3.229058 0.0 0.0 0.0
H -3.291399 2.747046 -1.508316 0.0 0.0 0.0
H -3.324038 -2.517840 -0.589484 0.0 0.0 0.0
H -3.143160 -4.898043 -1.190703 0.0 0.0 0.0
H -0.981059 -6.027607 -1.350548 0.0 0.0 0.0
H 1.647113 -5.831200 -1.138945 0.0 0.0 0.0
H 3.568503 -4.392004 -0.677038 0.0 0.0 0.0
H 3.311633 -2.001764 -0.177177 0.0 0.0 0.0
N -0.889300 2.935292 1.087096 -0.2 -0.1 0.1
N -0.267992 3.961820 1.792783 -0.1 0.0 -0.1
C 0.928415 4.420946 1.368564 0.3 0.1 0.0
N 1.519627 5.343849 2.117726 0.0 0.0 -0.1
N 1.378304 3.865483 0.243266 -0.1 -0.1 0.2
N 2.612368 4.230279 -0.259137 0.0 0.0 -0.1
O 3.291407 5.094315 0.277119 0.0 0.0 0.0
O 2.932532 3.629164 -1.255169 0.0 0.0 0.0
H -1.846083 3.183857 0.859561 0.0 0.0 0.0
H -0.895966 2.055434 1.597412 0.0 -0.1 0.1
H -0.678168 4.308138 2.645657 0.0 0.0 0.0
H 1.095346 5.670300 2.968061 0.0 0.0 0.0
H 2.407518 5.707393 1.801207 0.0 0.0 0.0
```
Positions in Å, forces in eV/Å.

The calculation puts the calculated total energy at -105994.763 eV. For the HOMO-LUMO gap, the calculation gives 7.6 eV. The energy above the lowest of the compared OMol25 structures with the same formula, charge and spin comes out at 0.00 kcal per mole. As for the charge: +1. The HOMO energy comes out at -0.3989 hartree.